1.
Below is a structure of composition C14H14F3IN2O2Ti, with properties calculated with wB97M-V/def2-TZVPD.

Results
**Kohn-Sham gap (alpha / beta)**: 3.24 / 3.26 eV
**Electronic energy**: -61167.5080 eV
**Charge**: +2

Last column: natural (NBO) charge in e.
CARTESIAN COORDINATES (ANGSTROEM)
C  1.334  3.095  1.250  -0.6464
C  3.094  0.795  0.212  -0.7482
H  0.520  3.437  0.623  0.2746
H  2.407  3.362  1.045  0.2831
H  1.295  2.439  2.208  0.3303
H  2.958  0.605  -0.867  0.2980
H  3.630  1.700  0.532  0.2738
H  2.777  0.168  1.150  0.3051
C  -2.179  1.777  -0.376  0.0540
C  -3.483  1.497  -0.813  -0.1826
C  -3.701  0.357  -1.588  -0.1151
C  -2.616  -0.471  -1.854  -0.1976
H  -1.968  2.680  0.209  0.2154
H  -4.291  2.177  -0.547  0.2669
H  -4.693  0.119  -1.972  0.2672
H  -2.738  -1.373  -2.449  0.2438
N  -1.144  0.987  -0.646  -0.4438
C  -1.336  -0.158  -1.331  0.2574
C  -0.193  -1.108  -1.431  0.1563
N  0.981  -0.764  -0.839  -0.4238
C  1.966  -1.658  -0.747  0.0696
C  0.706  -3.305  -1.937  -0.1051
C  1.875  -2.944  -1.278  -0.1920
H  2.875  -1.320  -0.240  0.2220
H  2.725  -3.615  -1.159  0.2691
C  -0.331  -2.381  -2.019  -0.1685
H  -1.267  -2.625  -2.515  0.2487
H  0.599  -4.292  -2.379  0.2686
Ti  1.225  1.455  0.228  1.1311
I  1.249  2.733  -2.159  0.3069
F  -1.996  -0.393  3.216  -0.3091
C  -0.734  -0.914  3.265  0.8988
F  -0.548  -1.466  4.479  -0.2769
F  -0.679  -1.912  2.330  -0.3224
C  0.336  0.191  2.935  0.7077
O  1.043  0.624  3.791  -0.4895
O  0.300  0.502  1.671  -0.7275

---

2.
Below is a structure of composition C14H14F6N2O9S3Tm, with properties calculated with wB97M-V/def2-TZVPD.

Results
**Energy above the lowest of the compared OMol25 structures with the same formula, charge and spin**: 53.46 kJ/mol
**Kohn-Sham gap**: 7.12 eV
**Electronic energy**: -114499.8718 eV
**Charge**: -1
**Multiplicity**: 3

Last column: Löwdin spin population.
CARTESIAN COORDINATES (ANGSTROEM)
Tm  -0.388  -0.638  -0.330  2.0079
C  1.290  2.368  1.016  0.0000
O  0.185  1.953  0.228  -0.0003
C  -0.802  2.954  0.085  0.0000
C  -2.177  2.358  0.163  0.0000
O  -2.347  1.437  -0.904  -0.0003
C  -3.720  1.122  -1.079  0.0000
H  0.985  2.466  2.061  0.0000
H  1.675  3.324  0.644  0.0000
H  2.054  1.604  0.935  0.0000
H  -0.663  3.459  -0.878  0.0000
H  -0.715  3.691  0.888  0.0000
H  -2.914  3.166  0.079  0.0000
H  -2.314  1.853  1.121  0.0000
H  -4.277  2.033  -1.319  0.0000
H  -4.135  0.663  -0.179  0.0000
H  -3.804  0.417  -1.899  0.0000
F  3.151  -0.616  -2.009  0.0000
C  2.912  -1.879  -2.320  0.0000
F  3.827  -2.275  -3.206  0.0000
F  2.994  -2.645  -1.245  0.0000
S  1.246  -2.076  -3.115  0.0001
O  0.227  -2.062  -2.070  -0.0007
O  1.385  -3.262  -3.888  -0.0001
N  1.148  -0.776  -4.024  0.0000
S  0.275  0.430  -3.519  -0.0001
O  0.240  0.569  -2.061  -0.0020
O  0.511  1.611  -4.278  -0.0001
C  -1.472  -0.058  -3.947  0.0000
F  -2.014  -0.772  -2.963  0.0000
F  -1.483  -0.782  -5.058  0.0000
F  -2.200  1.036  -4.136  0.0000
O  0.579  -2.382  0.784  0.0008
C  1.328  -1.453  1.170  -0.0009
O  1.696  -0.550  0.341  -0.0016
C  1.576  -1.250  2.624  -0.0001
C  2.694  -1.703  3.302  0.0000
C  2.825  -1.463  4.663  0.0000
C  1.820  -0.764  5.324  0.0000
C  0.701  -0.311  4.642  0.0000
C  0.545  -0.545  3.268  0.0000
S  -0.869  0.008  2.386  -0.0010
H  3.464  -2.247  2.766  0.0000
H  3.695  -1.818  5.201  0.0000
H  1.911  -0.572  6.388  0.0000
H  -0.083  0.230  5.160  0.0000
O  -4.637  -2.365  -0.340  0.0004
C  -3.517  -1.961  -0.270  0.0004
N  -2.412  -1.526  -0.202  -0.0024

---

3.
Below is the molecule C14H14N2O, with properties calculated with wB97M-V/def2-TZVPD.

Results
**Energy above the lowest of the compared OMol25 structures with the same formula, charge and spin**: 411.96 kJ/mol
**Kohn-Sham gap**: 6.94 eV
**SMILES**: Cc1cccc([C@H]2OCC=C3C=CC=CN32)n1
**Electronic energy**: -19769.3563 eV

Last column: natural (NBO) charge in e.
CARTESIAN COORDINATES (ANGSTROEM)
C  3.080  -1.748  -1.352  -0.6370
C  2.287  -1.362  -0.071  0.2202
C  2.444  -2.042  1.097  -0.2574
C  1.698  -1.857  2.251  -0.1517
C  0.839  -0.742  2.175  -0.2475
C  0.797  0.026  1.046  0.1464
C  -0.114  1.264  1.015  0.2579
O  0.390  2.533  0.498  -0.5282
C  0.566  2.606  -0.950  -0.0827
C  -0.564  1.849  -1.668  -0.3355
C  -1.569  1.186  -0.983  0.1481
C  -2.726  0.467  -1.650  -0.1998
C  -3.625  -0.233  -1.011  -0.2285
C  -3.380  -0.366  0.334  -0.3299
C  -2.279  0.271  1.052  0.0525
N  -1.471  1.069  0.365  -0.4028
N  1.396  -0.337  -0.142  -0.4035
H  3.327  -0.916  -2.028  0.2323
H  2.578  -2.485  -1.897  0.2250
H  4.073  -2.109  -1.083  0.2142
H  3.178  -2.852  1.089  0.2125
H  1.699  -2.526  3.121  0.2306
H  0.294  -0.356  3.003  0.2126
H  -0.369  1.517  2.088  0.1952
H  1.585  2.214  -1.212  0.1868
H  0.472  3.658  -1.245  0.1965
H  -0.602  1.825  -2.697  0.2062
H  -3.020  0.409  -2.748  0.2205
H  -4.638  -0.377  -1.514  0.2275
H  -4.101  -0.878  0.980  0.2086
H  -2.245  0.293  2.137  0.2109

---

4.
Below is the ion C14H14N2O3 with charge +2, with properties calculated with wB97M-V/def2-TZVPD.

Results
**Kohn-Sham gap**: 7.54 eV
**Electronic energy**: -23851.7393 eV
**Charge**: +2

Last column: natural (NBO) charge in e.
CARTESIAN COORDINATES (ANGSTROEM)
C  3.033  0.262  -0.179  -0.7383
C  3.501  1.213  -1.236  0.7798
O  4.633  1.310  -1.508  -0.4222
O  2.548  1.979  -1.961  -0.5734
C  2.203  3.181  -1.387  0.7624
O  2.972  4.048  -1.224  -0.4283
C  0.726  3.365  -1.048  -0.3329
N  0.092  2.094  -0.619  -0.2424
C  -0.371  1.222  -1.527  0.1241
C  -0.940  0.032  -1.124  -0.2010
C  -1.030  -0.264  0.232  0.0285
C  -1.614  -1.559  0.680  0.0515
C  -1.292  -2.723  -0.015  -0.2137
C  -1.845  -3.920  0.392  0.1149
N  -2.693  -3.951  1.428  -0.4033
C  -3.012  -2.851  2.126  0.1120
C  -2.471  -1.633  1.775  -0.2014
C  -0.570  0.665  1.159  -0.1998
C  -0.008  1.839  0.695  0.1115
H  3.096  0.706  0.812  0.2540
H  2.033  -0.132  -0.345  0.1941
H  3.727  -0.570  -0.186  0.2811
H  0.200  3.761  -1.912  0.2749
H  0.646  4.102  -0.259  0.2723
H  -0.288  1.451  -2.577  0.2704
H  -1.323  -0.672  -1.844  0.2629
H  -0.610  -2.715  -0.847  0.2636
H  -1.598  -4.831  -0.127  0.2694
H  -3.101  -4.834  1.721  0.4689
H  -3.701  -2.920  2.952  0.2703
H  -2.699  -0.736  2.326  0.2632
H  -0.596  0.512  2.226  0.2646
H  0.353  2.567  1.403  0.2625

---

Which formula does entry 3 have? C14H14N2O

---

What did the third record say?
Below is the molecule C14H14N2O, with properties calculated with wB97M-V/def2-TZVPD.

Results
**Energy above the lowest of the compared OMol25 structures with the same formula, charge and spin**: 411.96 kJ/mol
**Kohn-Sham gap**: 6.94 eV
**SMILES**: Cc1cccc([C@H]2OCC=C3C=CC=CN32)n1
**Electronic energy**: -19769.3563 eV

Last column: natural (NBO) charge in e.
CARTESIAN COORDINATES (ANGSTROEM)
C  3.080  -1.748  -1.352  -0.6370
C  2.287  -1.362  -0.071  0.2202
C  2.444  -2.042  1.097  -0.2574
C  1.698  -1.857  2.251  -0.1517
C  0.839  -0.742  2.175  -0.2475
C  0.797  0.026  1.046  0.1464
C  -0.114  1.264  1.015  0.2579
O  0.390  2.533  0.498  -0.5282
C  0.566  2.606  -0.950  -0.0827
C  -0.564  1.849  -1.668  -0.3355
C  -1.569  1.186  -0.983  0.1481
C  -2.726  0.467  -1.650  -0.1998
C  -3.625  -0.233  -1.011  -0.2285
C  -3.380  -0.366  0.334  -0.3299
C  -2.279  0.271  1.052  0.0525
N  -1.471  1.069  0.365  -0.4028
N  1.396  -0.337  -0.142  -0.4035
H  3.327  -0.916  -2.028  0.2323
H  2.578  -2.485  -1.897  0.2250
H  4.073  -2.109  -1.083  0.2142
H  3.178  -2.852  1.089  0.2125
H  1.699  -2.526  3.121  0.2306
H  0.294  -0.356  3.003  0.2126
H  -0.369  1.517  2.088  0.1952
H  1.585  2.214  -1.212  0.1868
H  0.472  3.658  -1.245  0.1965
H  -0.602  1.825  -2.697  0.2062
H  -3.020  0.409  -2.748  0.2205
H  -4.638  -0.377  -1.514  0.2275
H  -4.101  -0.878  0.980  0.2086
H  -2.245  0.293  2.137  0.2109